No. 1
# C3H11NO3

A 4-piece molecular cluster, C3H11NO3 overall in a non-equilibrium geometry (ωB97M-V/def2-TZVPD, the Open Molecules 2025 dataset).

Geometry (Å):
C  2.5401  -0.8971  -0.0021
C  1.6965  0.1450  0.3836
N  0.3087  -0.1637  0.6582
C  -0.3240  -1.4624  0.3274
O  1.9798  1.3251  0.5711
H  3.5920  -0.5708  0.0356
H  0.6645  1.9011  -1.6122
H  2.3235  -1.9477  0.1330
H  -0.3225  0.6956  0.7379
H  -0.3091  -1.5224  -0.8124
H  0.3668  -2.2761  0.6254
H  -1.2534  -1.4865  0.8645
H  -3.4229  -0.0390  -0.5235
H  0.4077  1.2962  -1.9629
O  -2.4908  -0.2264  -0.4943
H  -2.0410  2.4218  -0.0456
H  -2.0261  0.9675  0.4074
O  -1.6899  1.8397  0.7090

Output
ΔE to the lowest compared entry with this formula, charge and spin, kcal per mole: 203.79
Multiplicity: 1
HOMO, eV: -8.38
Strongest force on any atom, eV/A: 4.98
Gap between HOMO and LUMO, Ha: 0.130
Electronic energy, eV: -10914.1684



No. 2
# C34H59N7O4

A 8-piece molecular cluster, C34H59N7O4 overall in a non-equilibrium geometry (ωB97M-V/def2-TZVPD, the Open Molecules 2025 dataset).

Geometry (Å):
C  0.4414  -2.3643  -1.8973
O  1.2946  -1.9845  -2.9672
C  0.9761  -0.6994  -3.4216
C  1.8378  -0.4147  -4.6314
N  3.2999  -0.4436  -4.2215
H  3.8324  -0.2889  -5.0863
H  3.5805  0.2839  -3.5659
C  3.9245  -1.7166  -3.6743
C  5.4134  -1.7165  -3.9524
O  5.5576  -1.1670  -5.2593
C  6.9142  -1.1928  -5.6909
H  0.7014  -3.3227  -1.4436
H  -0.5336  -2.5699  -2.3525
H  0.3461  -1.6656  -1.0674
H  1.1575  0.0994  -2.6908
H  -0.0687  -0.5993  -3.7370
H  1.6909  0.6147  -4.9569
H  1.7690  -1.0859  -5.4837
H  3.4622  -2.5393  -4.2142
H  3.6438  -1.7612  -2.6261
H  5.8008  -2.7366  -3.9171
H  5.9782  -1.0978  -3.2452
H  7.5316  -0.7172  -4.9240
H  7.0202  -0.6253  -6.6130
H  7.2481  -2.2122  -5.8966
C  -0.6311  -0.3339  1.0829
C  -0.4269  0.9342  0.2334
O  0.2176  1.8713  0.7536
O  -0.8620  0.8588  -0.9455
H  -1.0313  -0.0103  2.0482
H  0.3179  -0.8569  1.2047
H  -1.3671  -0.9910  0.6229
C  -3.6289  2.6501  0.1004
C  -3.8454  2.0931  -1.2941
N  -3.5048  3.0188  -2.3691
C  -3.6478  2.4151  -3.6719
C  -2.7112  1.2341  -3.9306
C  -4.1655  4.3118  -2.2717
C  -5.6989  4.2598  -2.2027
H  -4.0089  1.9515  0.8558
H  -4.3102  3.4852  0.3002
H  -2.5881  2.8763  0.3180
H  -3.3364  1.1334  -1.3479
H  -4.8888  1.7515  -1.4506
H  -4.6872  2.1970  -3.9843
H  -3.3790  3.1886  -4.4069
H  -2.7772  0.4549  -3.1722
H  -3.0153  0.7881  -4.8807
H  -1.6760  1.5726  -3.9185
H  -3.7592  4.9664  -3.0457
H  -3.7927  4.7925  -1.3618
H  -6.1558  5.2467  -2.2517
H  -5.9780  3.8243  -1.2394
H  -6.1292  3.5686  -2.9281
N  1.0767  2.0984  4.0506
C  1.8451  2.9522  4.8043
C  3.0484  2.3188  5.0161
C  2.9312  0.9913  4.5072
C  1.7058  0.9059  3.8979
H  0.1236  2.2739  3.7889
H  1.3953  3.8587  5.1701
H  3.7983  2.7106  5.6869
H  3.6441  0.2065  4.6994
H  1.1916  0.1013  3.4032
N  1.8519  -2.7659  4.5003
C  0.6452  -2.4963  3.8936
C  0.6718  -3.1634  2.6946
C  1.8571  -3.9199  2.6097
C  2.6039  -3.5927  3.7122
H  2.0771  -2.5506  5.4531
H  -0.0303  -1.8233  4.3934
H  -0.0971  -3.2828  1.9447
H  2.1179  -4.6024  1.8193
H  3.5981  -3.9095  3.9836
N  -5.5754  -3.5794  -0.0953
C  -5.3756  -2.5075  -0.9149
C  -4.1560  -1.9610  -0.5994
C  -3.6309  -2.7222  0.4609
C  -4.5084  -3.7612  0.7397
H  -6.3579  -4.2023  -0.1646
H  -6.1199  -2.2565  -1.6518
H  -3.6703  -1.0722  -0.9697
H  -2.6888  -2.5678  0.9606
H  -4.4574  -4.5305  1.4882
N  4.3960  0.7713  -0.3832
C  5.4531  0.8285  0.5293
C  5.0694  0.1331  1.6476
C  3.7472  -0.3387  1.4516
C  3.3731  0.0991  0.2200
H  4.3771  1.1789  -1.2898
H  6.3165  1.4361  0.3180
H  5.6667  -0.0494  2.5258
H  3.1436  -0.9923  2.0579
H  2.4556  -0.0836  -0.3254
N  -2.4651  1.2241  6.5648
C  -2.6585  -0.0679  6.1417
C  -2.5881  -0.1157  4.7672
C  -2.4433  1.2186  4.3330
C  -2.3294  2.0031  5.4405
H  -2.4312  1.5399  7.5116
H  -2.6959  -0.9016  6.8266
H  -2.6807  -1.0183  4.1873
H  -2.3888  1.5893  3.3202
H  -2.1850  3.0655  5.5620

Output
ΔE to the lowest compared entry with this formula, charge and spin, kcal per mole: 0.00
Multiplicity: 1
HOMO, eV: -6.77
Strongest force on any atom, eV/A: 1.61
Gap between HOMO and LUMO, Ha: 0.229
Electronic energy, eV: -54830.5258



No. 3
# H2NOP

A 2-piece molecular cluster, H2NOP overall in a non-equilibrium geometry (ωB97M-V/def2-TZVPD, the Open Molecules 2025 dataset).

Geometry (Å):
N  -1.1821  0.2508  0.3524
O  2.5179  0.3024  -0.4593
P  1.7288  -0.6413  0.2802
H  -1.9568  -0.3486  0.4683
H  -1.1078  0.4368  -0.6416

Output
ΔE to the lowest compared entry with this formula, charge and spin, kcal per mole: 92.01
Multiplicity: 1
HOMO (alpha / beta), eV: -10.93 / -7.52
Strongest force on any atom, eV/A: 2.70
Gap between HOMO and LUMO (alpha / beta), Ha: 0.375 / 0.231
Electronic energy, eV: -12855.5874